13
Properties=species:S:1:pos:R:3:mulliken_spin:R:1 method="wB97M-V/def2-TZVPD" energy_ha=-625.67886 spin_multiplicity=3 s2=2.0412 lumo_energy_ev="-4.70 / -8.03" total_charge=+1 orbital_gap_ha="0.2141 / 0.2328" de_lowest_ev=4.752 mol_weight_g_mol=103.17
C -0.29 -1.29 -1.26 0.286
C 0.47 -0.46 -0.48 0.502
C -1.62 -0.93 -1.17 0.570
N -1.86 0.09 -0.41 0.234
N 1.40 1.37 1.50 0.004
S -0.41 0.72 0.35 0.554
H 0.10 -2.10 -1.86 0.023
H 1.54 -0.52 -0.36 0.026
H -3.02 -2.03 -1.94 -0.180
H -2.77 0.49 -0.23 -0.020
H 1.39 2.38 1.53 0.002
H 2.32 1.07 1.20 0.000
H 1.24 1.02 2.44 0.000

20
Properties=species:S:1:pos:R:3:nbo_charge:R:1 method="wB97M-V/def2-TZVPD" energy_ha=-345.21321 lumo_energy_ev=1.10 total_charge=0 orbital_gap_ha=0.3285 de_lowest_ev=3.120 mol_weight_g_mol=112.18
C 1.45 -1.22 -0.99 -0.018
C -1.20 0.87 0.58 -0.485
C 0.39 -2.03 -1.67 -0.647
C -1.14 1.66 1.89 -0.600
C -0.20 1.36 -0.41 0.162
C 1.68 -1.17 1.45 -0.070
N 1.68 -1.31 0.25 -0.300
N -0.35 1.59 -1.63 -0.632
H 2.06 -0.56 -1.58 0.206
H -1.29 1.40 -1.98 0.324
H 0.79 1.57 0.00 0.161
H 2.30 -1.77 2.09 0.171
H -2.21 0.94 0.15 0.200
H -0.99 -0.19 0.79 0.228
H -0.32 -1.37 -2.17 0.226
H 0.84 -2.67 -2.43 0.222
H -0.14 -2.64 -0.95 0.219
H -1.27 2.71 1.69 0.203
H -0.18 1.52 2.36 0.217
H -1.92 1.34 2.57 0.212

15
Properties=species:S:1:pos:R:3:nbo_charge:R:1 method="wB97M-V/def2-TZVPD" energy_ha=-382.16103 smiles=O.O.O.O.O lumo_energy_ev=0.39 total_charge=0 orbital_gap_ha=0.4005 de_lowest_ev=1.718 mol_weight_g_mol=90.07
O -0.11 0.12 -0.10 -0.999
H 0.37 0.77 0.48 0.506
H 0.50 -0.06 -0.76 0.500
O 1.81 1.12 1.86 -0.946
H 2.57 1.42 1.59 0.470
H 1.73 0.16 1.94 0.490
O 1.51 -0.03 -2.60 -0.999
H 1.04 0.57 -3.21 0.507
H 2.00 -0.79 -2.89 0.499
O -2.51 1.12 1.42 -0.962
H -2.41 0.73 2.35 0.470
H -1.77 0.81 0.87 0.488
O -1.44 -2.23 -0.52 -1.007
H -2.37 -2.31 -0.22 0.479
H -0.92 -1.42 -0.22 0.503

95
Properties=species:S:1:pos:R:3:lowdin_charge:R:1 method="wB97M-V/def2-TZVPD" energy_ha=-3030.69227 lumo_energy_ev=-3.81 total_charge=+1 orbital_gap_ha=0.2106 de_lowest_ev=3.072 mol_weight_g_mol=920.70
La -7.14 -7.77 20.46 2.076
O -2.98 -6.18 26.42 -0.056
C -2.67 -7.17 25.66 -0.670
O -1.66 -7.88 25.69 0.016
C -3.59 -7.23 24.49 -0.060
C -4.74 -6.47 24.42 0.082
C -5.57 -6.67 23.34 -0.230
N -5.50 -7.68 22.46 0.011
C -4.39 -8.50 22.55 -0.159
C -3.48 -8.31 23.59 0.093
C -4.22 -9.34 21.35 -0.208
C -2.97 -9.88 20.99 0.033
C -2.94 -10.75 19.89 -0.033
C -4.09 -11.12 19.21 -0.040
C -5.26 -10.46 19.59 -0.127
N -5.27 -9.52 20.53 -0.060
C -6.69 -5.75 23.16 -0.187
C -7.17 -4.87 24.12 -0.016
C -8.10 -3.96 23.81 -0.030
C -8.54 -3.74 22.48 -0.017
C -8.04 -4.63 21.57 -0.144
N -7.22 -5.64 21.89 -0.068
H -4.93 -5.54 24.98 0.133
H -2.60 -8.92 23.63 0.118
H -2.11 -9.60 21.59 0.128
H -1.95 -11.12 19.48 0.141
H -4.17 -11.90 18.41 0.136
H -6.26 -10.76 19.19 0.135
H -6.84 -5.02 25.19 0.152
H -8.54 -3.46 24.72 0.144
H -9.31 -2.99 22.20 0.130
H -8.48 -4.60 20.55 0.104
O -8.60 -9.29 21.60 -0.162
C -9.15 -9.62 20.52 -0.758
O -8.80 -9.11 19.42 -0.257
C -10.39 -10.51 20.46 -0.222
P -10.29 -11.67 18.97 1.073
C -11.92 -11.60 18.13 -0.422
C -12.92 -11.06 18.86 -0.127
C -14.20 -11.14 18.33 -0.067
C -14.49 -11.75 17.08 -0.055
C -13.42 -12.32 16.39 -0.088
C -12.15 -12.22 16.91 -0.113
C -10.47 -13.28 19.76 -0.400
C -9.36 -13.49 20.59 -0.153
C -9.22 -14.65 21.31 -0.086
C -10.25 -15.59 21.30 -0.062
C -11.43 -15.32 20.55 -0.066
C -11.55 -14.13 19.81 -0.075
H -11.17 -9.78 20.28 0.074
H -10.54 -11.07 21.44 0.130
H -12.78 -10.68 19.87 0.094
H -15.03 -10.75 18.90 0.098
H -15.52 -11.79 16.72 0.109
H -13.51 -12.89 15.49 0.098
H -11.29 -12.62 16.28 0.127
H -8.53 -12.80 20.70 0.096
H -8.25 -14.82 21.74 0.102
H -10.20 -16.54 21.79 0.093
H -12.12 -16.18 20.28 0.127
H -12.52 -13.92 19.37 0.106
C -2.22 -4.66 16.49 -0.093
C -2.59 -4.61 17.78 -0.072
C -3.83 -5.20 18.10 -0.101
C -4.79 -5.50 17.12 -0.398
C -4.43 -5.37 15.77 -0.076
C -3.11 -5.01 15.50 -0.064
P -6.27 -6.25 17.85 0.975
C -6.62 -7.66 16.80 -0.380
C -5.52 -8.31 16.22 -0.111
C -5.68 -9.28 15.20 -0.054
C -6.98 -9.61 14.79 -0.060
C -8.05 -9.04 15.43 -0.097
C -7.91 -8.11 16.38 -0.096
C -7.57 -5.13 17.33 -0.366
C -7.44 -3.99 16.55 -0.084
C -8.49 -3.13 16.28 -0.057
C -9.76 -3.45 16.79 -0.057
C -9.93 -4.62 17.57 -0.075
C -8.85 -5.41 17.91 -0.159
H -1.17 -4.52 16.20 0.128
H -1.94 -4.33 18.60 0.117
H -4.05 -5.39 19.17 0.094
H -5.25 -5.50 15.09 0.115
H -2.72 -5.14 14.48 0.121
H -4.49 -8.11 16.50 0.107
H -4.77 -9.55 14.66 0.113
H -7.15 -10.39 14.05 0.114
H -9.03 -9.45 15.13 0.127
H -8.82 -7.68 16.84 0.105
H -6.43 -3.72 16.23 0.106
H -8.44 -2.26 15.54 0.140
H -10.56 -2.74 16.58 0.110
H -10.92 -4.99 17.85 0.118
H -8.98 -6.30 18.54 0.065

12
Properties=species:S:1:pos:R:3:nbo_charge:R:1 method="wB97M-V/def2-TZVPD" energy_ha=-265.38192 smiles=N1[C@H]2[C@@H]1[C@H]1N[C@@H]21 lumo_energy_ev=1.09 total_charge=0 orbital_gap_ha=0.3613 de_lowest_ev=4.181 mol_weight_g_mol=82.11
N 1.32 0.43 -0.33 -0.629
C -0.13 0.86 -0.52 -0.108
C 0.32 -0.48 -0.84 -0.122
C -0.48 -1.02 0.39 -0.079
N 0.00 -0.40 1.60 -0.566
C -0.88 0.37 0.75 -0.123
H 1.98 0.81 -1.00 0.385
H -0.62 1.57 -1.20 0.223
H 0.39 -0.96 -1.81 0.213
H -1.08 -1.92 0.38 0.206
H 0.96 -0.08 1.41 0.386
H -1.77 0.81 1.19 0.213

Maximum force across the listed records, respectively: 6.36, 1.44, 8.09, 4.70, 1.30 eV Å⁻¹.